Molecular formula: C19H48CrO21S6
Method: DFT, the ωB97M-V functional and the def2-TZVPD basis

XYZ file:
```
95
Properties=species:S:1:pos:R:3:forces:R:3:lowdin_spin:R:1
Cr -19.459 -19.826 -29.163 0.4965 3.7337 -1.4587 4.195
C -19.290 -17.344 -30.011 2.4634 -0.2888 0.2132 0.006
O -18.906 -18.358 -30.654 0.8222 -5.0767 -2.6194 -0.142
O -18.795 -16.272 -30.229 -0.0668 3.4604 -0.4600 -0.032
O -19.910 -17.718 -28.998 -3.3849 -1.4288 4.2756 -0.088
O -16.801 -16.305 -35.250 1.7331 0.2012 2.3916 0.000
S -15.861 -16.266 -34.105 -0.2457 0.1147 -1.9303 0.000
O -14.612 -17.015 -34.190 -1.8407 1.1749 0.5110 0.000
O -15.418 -14.710 -33.797 -0.1331 -2.2117 -0.6904 0.000
C -16.429 -13.708 -33.785 -0.0708 0.4364 -0.3612 0.000
C -15.671 -12.425 -34.079 -0.3016 0.3581 0.7987 0.000
C -16.762 -16.609 -32.588 0.7606 -0.3445 0.2417 0.000
H -16.940 -13.740 -32.823 0.3068 0.3927 0.4488 0.000
H -17.250 -13.881 -34.481 0.3791 -0.3064 -0.5793 0.000
H -15.073 -12.422 -34.990 -0.4361 -0.3614 -0.1650 0.000
H -14.961 -12.240 -33.273 -0.0609 0.0433 0.1293 0.000
H -16.386 -11.602 -34.093 0.1007 0.1657 -0.1253 0.000
H -17.845 -16.507 -32.665 0.2801 0.2318 -0.1146 0.000
H -16.308 -15.960 -31.839 -0.3335 0.2328 -0.0230 0.000
H -16.510 -17.611 -32.242 -0.1461 -0.1581 -0.4069 0.000
O -18.726 -19.916 -36.598 1.2803 -1.4322 2.6226 0.000
S -18.351 -20.512 -35.304 0.4605 0.9675 0.5232 0.000
O -18.820 -21.855 -34.932 1.1713 2.0434 -0.6318 0.000
O -16.630 -20.347 -35.074 -2.7823 0.2470 -2.1408 0.000
C -15.988 -21.106 -34.089 0.1730 -0.5159 0.9027 0.000
C -14.533 -21.331 -34.517 -0.2803 -0.2336 -1.0990 0.000
C -18.776 -19.298 -33.965 0.1929 -0.0369 -1.8565 0.000
H -16.517 -22.052 -33.973 0.2413 -0.3339 -0.1336 0.000
H -16.155 -20.594 -33.142 0.5332 0.2060 0.3501 0.000
H -13.982 -22.088 -33.958 -0.2802 0.1108 0.2733 0.000
H -13.882 -20.478 -34.709 -0.3997 0.4829 0.7793 0.000
H -14.632 -21.701 -35.537 0.0052 -0.4811 -0.0711 0.000
H -18.320 -18.357 -34.272 0.4070 -0.1682 -0.1766 0.000
H -18.373 -19.587 -32.994 -0.5855 -0.2352 -0.1259 0.000
H -19.834 -19.086 -34.119 -0.1762 -0.5219 0.7629 0.000
O -21.792 -14.320 -24.111 -0.1401 -1.3636 -0.7653 0.000
S -21.182 -15.232 -25.046 0.4098 1.6314 -1.5535 0.000
O -20.189 -16.178 -24.601 -0.4942 0.3627 -0.2772 0.000
O -22.302 -16.028 -25.934 1.0427 2.6255 3.2630 0.000
C -21.805 -16.888 -26.922 -1.3461 -1.8788 0.3078 0.000
C -22.941 -17.947 -26.807 0.2095 0.0166 -1.3579 0.001
C -20.460 -14.100 -26.376 0.0780 -1.1664 0.9442 0.000
H -20.904 -17.436 -26.646 0.3746 0.7792 -0.0454 0.000
H -21.716 -16.232 -27.787 0.1345 -1.0418 -0.4608 0.000
H -23.884 -17.469 -27.074 -0.0573 -0.2312 -0.0715 0.000
H -23.033 -18.318 -25.786 0.3082 0.3422 0.0628 0.000
H -22.775 -18.829 -27.425 -0.0561 0.0898 -0.3270 0.001
H -19.906 -13.347 -25.815 -0.2535 0.0779 -0.0336 0.000
H -21.246 -13.681 -27.004 -0.0819 -0.0016 0.3806 0.000
H -19.749 -14.647 -26.995 -0.1146 -0.2334 0.0177 0.000
O -14.587 -12.771 -30.189 -0.3339 -1.6308 1.9437 0.000
S -14.836 -13.648 -29.038 -1.0291 0.3402 0.5877 0.000
O -14.444 -15.057 -29.003 -0.2272 2.2236 -0.1602 0.000
O -14.224 -12.952 -27.665 0.0540 -0.0786 -1.1666 0.000
C -14.171 -11.489 -27.642 -0.8347 0.8859 0.5014 0.000
C -13.825 -10.916 -26.248 0.0727 -1.6931 -0.3721 0.000
C -16.669 -13.678 -28.564 1.5028 -0.3829 -0.8885 0.000
H -15.163 -11.096 -27.865 -0.1823 -0.2049 -0.3525 0.000
H -13.493 -11.078 -28.391 0.1008 -0.4718 -0.0383 0.000
H -14.448 -11.341 -25.461 -0.2779 -0.0850 -0.1635 0.000
H -13.992 -9.839 -26.228 0.4583 -0.0696 -0.2005 0.000
H -12.819 -11.261 -26.011 0.2022 0.6713 0.1525 0.000
H -17.121 -12.692 -28.455 0.3495 -0.0585 0.1098 0.000
H -16.705 -14.315 -27.680 0.0310 0.3788 0.1034 0.000
H -17.142 -14.226 -29.379 -0.0716 0.0463 -0.1082 0.000
O -24.032 -13.783 -31.550 2.3483 -0.2353 0.2512 0.000
S -22.652 -14.243 -31.653 0.4315 -0.6187 -1.7769 0.000
O -22.387 -15.305 -32.649 0.0484 2.1089 2.2422 0.000
O -21.703 -12.889 -32.002 -1.3784 -1.0905 0.8209 0.000
C -20.297 -13.036 -32.171 1.3400 -0.5436 -1.9847 0.000
C -19.669 -11.764 -32.827 -0.3679 -0.3086 1.5654 0.000
C -22.005 -14.668 -29.958 -1.0009 0.0492 -1.0697 0.000
H -20.080 -13.862 -32.848 -0.4936 -0.1455 -0.5010 0.000
H -19.729 -13.416 -31.322 -0.3766 0.7506 0.8691 0.000
H -18.582 -11.852 -32.838 0.0237 -0.4273 -0.2739 0.000
H -19.809 -10.927 -32.143 -0.3775 0.2559 -0.1988 0.000
H -20.042 -11.521 -33.822 -0.1142 -0.2173 0.1921 0.000
H -22.700 -14.068 -29.370 0.3685 -0.0469 0.3696 0.000
H -20.944 -14.478 -29.793 -0.1420 0.2704 -0.3520 0.000
H -22.172 -15.733 -29.797 -0.1953 0.0691 -0.2184 0.000
O -15.084 -20.348 -27.565 -2.9897 2.0174 -0.9209 0.004
S -16.115 -19.386 -27.993 3.0179 2.4709 0.8570 0.009
O -17.478 -19.765 -28.333 0.0786 -0.7985 0.4705 0.040
O -16.185 -18.208 -26.785 1.3638 -2.7482 -1.6791 0.002
C -17.114 -17.142 -26.822 -1.3490 0.3141 0.3003 0.000
C -16.853 -16.262 -25.641 0.5808 -0.1810 1.3203 0.000
C -15.484 -18.298 -29.381 -0.7746 -1.0239 0.8029 0.001
H -18.092 -17.583 -26.633 -0.2723 0.1161 -0.4802 0.000
H -17.122 -16.552 -27.738 0.1469 -0.4130 -0.3584 0.000
H -16.644 -16.893 -24.777 -0.2762 -0.2752 0.1005 0.000
H -17.759 -15.720 -25.367 0.1469 0.2703 -0.2153 0.000
H -15.955 -15.645 -25.652 -0.1703 0.3225 -0.6503 0.000
H -15.438 -18.903 -30.287 0.4363 -0.2196 0.2297 0.000
H -14.542 -17.884 -29.021 -0.0772 -0.1355 -0.2357 0.000
H -16.228 -17.533 -29.600 -0.0871 0.0659 0.4370 0.000
```
Positions in Å, forces in eV/Å.

The LUMO energy (spin up / spin down) is -2.31 / -2.23 eV. For the maximum force, the calculation gives 0.1122 Eh/bohr. For the gap between HOMO and LUMO (spin up / spin down), the calculation gives 7.73 / 8.01 eV. Its expectation value of S² is 6.18. The HOMO energy (spin up / spin down) comes out at -10.04 / -10.24 eV. As for the energy above the lowest of the compared OMol25 structures with the same formula, charge and spin: 608.7 kJ/mol. Its multiplicity is 5.

***

Molecular formula: C19H48GaN8O2P2S2
Method: DFT, the ωB97M-V functional and the def2-TZVPD basis

XYZ file:
```
82
Properties=species:S:1:pos:R:3:forces:R:3:mulliken_charge:R:1
S 2.618 -2.342 5.499 1.0460 0.5259 -3.5576 -0.132
C 3.001 -2.315 3.843 -0.2235 0.4019 0.6202 -0.112
S 2.135 -3.540 2.659 0.1766 1.3850 0.5790 -0.107
C 0.429 -2.712 2.416 -0.0718 1.0033 0.5290 -0.505
C 0.526 -1.210 1.767 -1.5465 0.1825 0.1436 0.164
C -0.524 -0.251 2.601 -1.2782 -0.3742 -0.6480 -0.771
Ga 0.462 1.191 3.731 -0.6569 0.2844 -0.4224 0.130
N 3.976 -1.356 3.166 0.9312 0.4312 -0.4290 0.207
C 4.029 0.135 3.417 4.7088 -1.6357 -4.4217 -0.208
C 5.220 0.534 2.356 -2.3911 -2.5748 1.9511 -0.365
N 5.816 -0.655 1.596 -5.7668 -1.1136 5.3038 -0.544
C 5.006 -1.814 2.147 0.6051 4.5025 -0.1475 -0.028
H -0.025 -2.658 3.518 0.8532 -0.1639 -2.5785 0.330
H -0.169 -3.420 1.702 1.2028 1.1314 1.5292 0.177
H 1.582 -0.710 1.816 -1.8762 -1.2854 -0.1849 0.128
H 0.137 -1.261 0.650 1.1754 -0.0580 2.1303 -0.067
H -1.259 -0.874 3.305 1.5437 1.0113 -1.5858 0.268
H -1.254 0.346 1.869 1.5838 -1.3629 1.3165 0.201
H -0.490 2.510 3.824 0.0350 -0.2630 0.2264 -0.237
H 0.855 0.599 5.170 0.1774 -0.0676 0.1353 -0.285
H 1.755 1.664 2.890 0.0662 -0.0920 0.0092 -0.219
H 3.383 0.785 4.145 1.1757 -1.8647 -1.7082 0.397
H 5.573 1.651 2.195 -0.7554 -2.8185 0.2184 0.298
H 5.174 -2.931 1.807 -0.7088 2.7370 0.9841 0.275
O -0.942 4.685 1.695 -4.6688 -1.2717 -1.0863 -0.604
P -1.524 5.775 0.761 9.0068 2.5125 1.0856 0.826
N -0.399 5.427 -0.510 0.4913 -0.8560 -1.6132 0.130
C 0.197 6.395 -1.441 -0.2038 -0.1061 0.0804 -0.848
C -0.759 4.234 -1.286 0.1505 -0.3018 0.5104 -1.095
N -0.837 7.016 1.797 0.0235 0.9082 1.0149 0.137
C 0.315 7.835 1.434 -0.5814 0.7560 -0.1969 -1.329
C -0.602 6.618 3.205 -0.7760 -0.3674 0.1133 -1.036
N -2.192 7.027 -0.313 -3.6539 -0.1122 1.2539 -0.047
C -2.612 8.326 0.261 0.0642 0.5090 0.2829 -0.978
C -3.460 6.486 -0.868 -0.1678 -0.3168 -0.6891 -1.118
H -0.530 6.816 -2.137 -0.0972 0.1557 -0.1363 0.310
H 0.975 5.911 -2.043 -0.1844 -0.3225 0.1942 0.389
H 0.720 7.201 -0.940 -0.2314 0.0703 0.1573 0.160
H -1.595 4.435 -1.962 -0.0822 -0.0251 -0.3199 0.322
H -1.047 3.412 -0.629 0.0078 0.0589 0.1370 0.305
H 0.078 3.877 -1.892 0.0328 0.1439 0.1157 0.353
H 1.240 7.259 1.376 0.1404 -0.1375 -0.0581 0.361
H 0.457 8.639 2.181 -0.0652 -0.4360 -0.0294 0.397
H 0.170 8.384 0.504 0.0063 -0.2199 -0.1502 0.387
H 0.304 6.013 3.314 -0.1236 -0.1023 0.0290 0.341
H -1.459 6.054 3.611 0.5569 0.0962 -0.2983 0.313
H -0.500 7.497 3.857 0.0324 0.1484 -0.4427 0.311
H -3.257 8.195 1.136 0.0539 0.1512 -0.0668 0.367
H -3.164 8.919 -0.482 -0.0542 -0.5162 -0.1355 0.365
H -1.781 8.974 0.534 0.0713 -0.4326 0.1568 0.269
H -4.195 6.323 -0.068 -0.1067 0.1308 -0.2170 0.391
H -3.311 5.528 -1.372 0.1511 -0.0129 0.0784 0.277
H -3.898 7.168 -1.607 0.1831 -0.0598 0.1631 0.367
O -0.856 -4.545 -0.741 -3.5829 -2.8612 1.6890 -0.667
P -1.001 -5.652 -1.814 7.5385 4.8739 -3.1905 0.843
N 0.592 -6.273 -1.533 1.0993 -1.1505 0.8821 0.145
C 1.499 -6.843 -2.539 -0.1806 -0.0512 0.0620 -0.843
C 0.677 -7.116 -0.334 -0.0544 0.4926 0.2925 -1.117
N -0.915 -4.430 -3.073 -0.5435 0.8895 -0.7221 0.129
C 0.237 -4.240 -3.948 -0.4029 -0.4337 -0.7826 -1.288
C -1.325 -3.064 -2.670 -0.7269 -0.2448 0.3663 -1.083
N -1.168 -6.925 -3.047 -3.8763 -0.4487 0.3649 -0.055
C -1.861 -6.616 -4.319 -0.0971 0.2821 -0.5569 -0.966
C -2.021 -7.989 -2.456 0.1545 -0.7425 0.3262 -1.105
H 1.148 -7.797 -2.935 -0.0261 -0.1506 -0.1373 0.320
H 2.487 -7.024 -2.098 -0.2505 0.1003 0.3311 0.390
H 1.701 -6.168 -3.362 -0.2807 0.0333 -0.0438 0.157
H 0.229 -8.099 -0.505 0.0777 -0.3010 0.0385 0.337
H 0.162 -6.652 0.507 -0.0628 0.1043 -0.0484 0.287
H 1.713 -7.274 -0.024 -0.0381 0.1201 -0.1438 0.347
H 1.114 -3.868 -3.415 0.1417 0.0085 0.1262 0.346
H -0.011 -3.518 -4.749 -0.0242 -0.0659 0.4539 0.382
H 0.503 -5.141 -4.501 0.0762 -0.1187 0.2221 0.395
H -0.539 -2.551 -2.104 -0.0895 -0.0147 0.0732 0.351
H -2.246 -3.084 -2.062 0.5929 -0.0196 -0.1561 0.306
H -1.569 -2.445 -3.545 0.2297 -0.3865 -0.1152 0.335
H -2.826 -6.126 -4.148 0.0825 -0.0460 -0.1508 0.366
H -2.044 -7.534 -4.896 0.0397 -0.1312 0.5288 0.363
H -1.274 -6.002 -5.002 0.0120 0.1708 0.4366 0.275
H -3.030 -7.606 -2.250 0.0108 -0.2501 -0.1418 0.392
H -1.616 -8.360 -1.512 0.1045 0.1348 0.0088 0.268
H -2.108 -8.852 -3.127 0.0952 0.2406 0.0617 0.370
```
Positions in Å, forces in eV/Å.

The LUMO energy is 0.35 eV. For the maximum force, the calculation gives 0.1853 Eh/bohr. As for the total charge: -1. For the gap between HOMO and LUMO, the calculation gives 4.76 eV. The HOMO energy comes out at -4.41 eV. As for the energy above the lowest of the compared OMol25 structures with the same formula, charge and spin: 859.2 kJ/mol.

***

maximum force of number 2 (C19H48GaN8O2P2S2)?
0.1853 Eh/bohr

***

Look up the maximum force of the second one.
0.1853 Eh/bohr

***

The lowest energy above the lowest of the compared OMol25 structures with the same formula, charge and spin belongs to which entry?
C19H48CrO21S6

***

Among the records above, which one has the lowest maximum force?
C19H48CrO21S6